{"formula": "C12H20FO8S", "method": "ωB97M-V/def2-TZVPD", "elements": ["F", "C", "C", "C", "O", "C", "O", "O", "H", "H", "H", "H", "H", "H", "C", "C", "C", "O", "C", "O", "O", "H", "H", "H", "H", "H", "H", "C", "C", "C", "S", "O", "O", "C", "H", "H", "H", "H", "H", "H", "H", "H"], "coordinates": [[1.7528, 0.3837, -0.0412], [-0.6939, 1.9500, 2.8065], [0.2492, 0.9818, 3.4637], [1.7503, 1.2176, 3.1626], [2.2774, 1.2595, 4.4467], [1.4349, 1.2991, 5.4246], [1.5830, 1.4564, 6.7592], [0.2421, 1.0576, 4.8243], [-0.7287, 1.6107, 1.7866], [-0.2903, 2.9168, 2.8339], [-1.6324, 2.0921, 3.2233], [-0.0008, 0.0581, 3.1273], [1.8399, 2.1895, 2.7779], [2.2030, 0.7388, 2.3843], [3.3676, -1.6425, -3.5187], [2.1334, -0.8258, -3.0297], [1.9830, 0.5176, -3.4541], [0.8494, 0.6243, -4.1577], [0.2514, -0.6098, -4.3083], [-0.7969, -0.8354, -4.9092], [1.0133, -1.5148, -3.7004], [4.0489, -1.2111, -2.9227], [3.6731, -1.6364, -4.6540], [3.3205, -2.7472, -3.1211], [2.0868, -0.7766, -1.9312], [2.9173, 0.9802, -4.0522], [1.8809, 1.2083, -2.5502], [-1.7638, -1.6703, 0.3178], [-1.4497, -0.7757, -0.8512], [-2.5065, 0.3894, -0.9304], [-3.8062, -0.1772, 0.0743], [-4.5096, -1.2153, -0.7482], [-4.4765, 0.8871, 0.7102], [-2.8026, -1.0774, 1.1709], [-0.9486, -2.0014, 1.1265], [-2.1638, -2.4923, -0.1463], [-1.5163, -1.4247, -1.7110], [-0.3944, -0.5335, -0.8899], [-2.7471, 0.3680, -1.9547], [-2.0745, 1.3375, -0.4516], [-3.1645, -1.8727, 1.6089], [-2.3910, -0.4844, 2.0043]], "forces_ev_per_a": [[-0.141, -0.103, -0.105], [1.638, -0.542, -0.710], [1.508, 1.950, -1.306], [-3.210, 2.260, 0.667], [4.465, -0.072, 1.621], [-1.626, -0.147, 5.295], [-0.456, -0.831, -8.201], [-1.535, 0.297, 4.308], [-0.333, 0.175, -0.665], [0.904, 1.543, -0.202], [-1.970, -0.621, 0.923], [-0.876, -3.211, -0.462], [0.017, 1.913, -0.365], [1.522, -2.838, -1.345], [-2.140, -2.388, -1.380], [0.979, -4.686, -0.549], [3.979, 5.926, 0.862], [-3.678, -0.573, -2.561], [-1.498, 0.046, -0.908], [2.519, 0.795, 1.374], [-0.670, 0.310, 0.756], [3.541, 1.418, 1.643], [-0.955, 0.269, 2.247], [-0.231, 2.051, -0.987], [-0.412, -0.918, 0.050], [-1.850, -1.191, 0.888], [0.303, -0.922, -0.912], [3.013, 0.257, 2.362], [0.899, 0.173, -0.406], [3.246, 0.106, 1.542], [-0.986, -3.520, -2.473], [0.781, 2.036, 1.622], [-1.417, 1.507, 0.855], [2.040, 3.516, 0.089], [-1.009, 0.690, -2.441], [-0.875, -2.553, -0.410], [-0.533, 0.104, -0.617], [0.205, 1.156, 0.447], [-0.871, 0.997, -1.086], [-0.780, -1.140, -1.130], [-3.317, -3.711, 2.312], [-0.189, 0.470, -0.641]], "total_charge": -1, "mol_weight_g_mol": 343.35, "homo_energy_ev": -5.9, "orbital_gap_ha": 0.319}